A single C6H10 molecule, computed with ωB97M-V/def2-TZVPD.

```
16
Properties=species:S:1:pos:R:3
C 2.34820 0.58069 0.14496
C 1.34073 -0.50452 0.53322
C 0.05742 -0.34571 -0.25716
C -2.57256 -0.58706 -0.28650
C -1.26963 -0.01227 0.13608
C -0.74750 1.18335 0.18218
H 2.73087 0.43903 -0.87367
H 1.82554 1.54034 0.18041
H 3.19870 0.60133 0.83460
H 1.76244 -1.49211 0.31109
H 1.14379 -0.46168 1.61050
H 0.09770 -0.94240 -1.19736
H -3.34776 0.06229 0.09040
H -2.62338 -0.58947 -1.38421
H -2.71416 -1.60724 0.05952
H -1.23040 2.13542 -0.08407
```

Its HOMO-LUMO gap is 9.51 eV. Its electronic energy is -234.47620 Eh. For the LUMO energy, the calculation gives 1.0 eV. As for the SMILES: CC[C@@H]1C=C1C.

Results of the Mulliken charge analysis, in e, for atoms 1 through 8: -1.1122 -0.3775 -0.2221 -1.1520 0.5558 -0.8256 0.2930 0.3116

A molecular structure, C6H10, computed with ωB97M-V/def2-TZVPD.

```
16
Properties=species:S:1:pos:R:3
C -1.23970 0.62959 0.12832
C 0.21123 0.77326 0.61051
C 0.18155 -0.58110 1.29412
C -0.93340 -0.82724 -0.27472
C 0.19201 -0.64402 -1.28305
C 1.01158 0.53912 -0.67636
H -1.51919 1.27883 -0.71254
H -1.99583 0.71249 0.91238
H 0.52719 1.62119 1.22417
H -0.39882 -0.59901 2.22774
H 1.10786 -1.15791 1.40396
H -0.74952 -1.51034 0.62266
H -0.23875 -0.37290 -2.25740
H 0.77441 -1.55468 -1.44095
H 1.01805 1.43526 -1.30454
H 2.05134 0.25746 -0.47430
```

Its HOMO-LUMO gap is 8.86 eV. Its electronic energy is -234.46619 Eh. For the LUMO energy, the calculation gives 1.1 eV.

Results of the Mulliken charge analysis, in e, for atoms 1 through 8: -0.6980 -0.1815 -0.7957 -0.4199 -0.6128 -0.7442 0.2752 0.3343

Calculated ΔE to the lowest compared entry with this formula, charge and spin, 79.26; 85.54 kcal/mol (same order as the records).